The following is a DFT calculation (the ωB97M-V functional and the def2-TZVPD basis) of a 2-piece molecular cluster, C24H36N2P overall.

Values from the calculation:
**Molar mass**: 383.54 u
**LUMO energy**: -5.8 eV
**Net charge**: +1
**Gap between HOMO and LUMO**: 4.5 eV

Each line ends with the Mulliken charge.
Positions of all 63 atoms, in Å:
P: -0.813993 -3.152430 3.057186  -0.55
N: -1.917611 -4.239250 2.432665  0.96
N: -0.159218 -2.491483 1.665324  0.35
C: -4.314552 -4.048332 2.366446  -1.63
C: 0.732305 -7.659669 3.150918  -0.56
C: 0.410315 -3.577991 0.851097  -1.06
C: 1.643451 -5.451528 6.131580  0.85
C: -3.140254 -4.534437 3.217107  1.06
C: -3.284987 -6.022091 3.490786  -1.19
C: -0.231064 -7.719791 5.406528  -0.32
C: -0.180868 -8.631185 2.758616  -0.54
C: -0.591342 -4.576991 0.296944  -0.61
C: 0.507386 -5.186324 6.942326  -0.06
C: 1.491880 -5.981561 4.797453  -0.81
C: -2.140119 -1.597936 0.349491  -1.09
C: -1.154542 -9.116964 3.649643  -0.30
C: 3.064193 -4.674922 7.972278  -0.58
C: -1.153508 -8.663899 4.972803  -0.83
C: 0.669517 -7.099998 4.471981  1.24
C: -0.933519 -0.118515 1.923292  -1.76
C: 2.936498 -5.165147 6.683876  -0.43
C: -3.093945 -3.804643 4.566596  -1.70
C: 1.932855 -4.397298 8.757218  -0.43
C: 0.658622 -4.667137 8.226024  -0.75
C: -1.548331 -5.153919 1.346931  -0.20
C: -0.770830 -1.313979 0.971146  1.76
C: 0.155438 -0.880306 -0.152323  -2.07
H: -1.900397 -9.049313 5.681407  0.40
H: 0.971907 -3.122509 0.038261  0.47
H: 1.183832 -0.786456 0.222051  0.42
H: 1.517777 -7.322507 2.466125  0.44
H: 0.147238 -4.213880 3.592446  -0.10
H: -0.064551 -5.395635 -0.208960  0.42
H: -1.733274 -0.258461 2.664485  0.35
H: -0.154368 0.106062 -0.539357  0.46
H: -4.297882 -2.959952 2.254117  0.31
H: -5.266713 -4.346537 2.820330  0.47
H: -4.005322 -4.017061 5.137589  0.46
H: -2.476859 -5.466115 0.848160  0.39
H: -1.200463 0.777024 1.332984  0.45
H: 2.035021 -3.922711 9.730335  0.41
H: 3.823199 -5.380667 6.081283  0.42
H: -1.111959 -6.073976 1.780161  -0.31
H: -0.182942 -7.457556 6.466261  0.69
H: -0.482021 -5.387245 6.528680  0.08
H: -1.174469 -4.084612 -0.489848  0.31
H: -3.015054 -2.711306 4.453928  0.41
H: 4.052727 -4.472197 8.390462  0.39
H: -0.229363 -4.454793 8.818674  0.42
H: -2.884599 -1.783199 1.126059  0.05
H: 0.140240 -1.594275 -0.991099  0.40
H: -2.127189 -2.447109 -0.335989  0.19
H: -4.153954 -6.193620 4.149241  0.53
H: -2.456346 -0.713078 -0.227589  0.52
H: -3.452113 -6.598321 2.573252  0.36
H: -4.267505 -4.493267 1.361796  0.29
H: 2.171936 -5.604392 4.014735  0.42
H: 0.012424 0.106685 2.433007  0.39
H: -2.389887 -6.415304 4.000701  -0.02
H: -2.243219 -4.154213 5.164592  0.25
H: -1.933955 -9.800699 3.297134  0.43
H: -0.140545 -9.021386 1.744656  0.40
H: 1.134077 -4.138164 1.470518  0.30

Forces on the atoms, in the same order (eV/Å):
P -0.4 0.5 1.2
N -0.1 -0.4 -0.1
N 1.0 -1.1 0.0
C -0.4 -0.1 0.1
C -0.3 0.1 0.4
C 0.5 0.1 -0.4
C 0.0 0.7 0.7
C -0.1 0.3 -0.4
C -0.1 -0.5 0.3
C 0.1 0.1 -0.3
C 0.3 0.0 0.0
C -0.6 0.3 -0.4
C 0.4 -0.2 0.1
C 0.4 -0.9 0.3
C -0.3 0.2 0.0
C 0.2 0.7 -0.1
C 0.0 0.1 0.3
C -0.1 -0.1 0.5
C -0.2 -0.2 -0.2
C 0.1 0.2 0.1
C -0.5 -0.1 -0.7
C -0.3 0.3 0.0
C -0.4 -0.2 -1.0
C 0.2 0.1 0.1
C -0.4 -0.4 0.4
C -0.2 0.3 0.0
C 0.5 0.2 -0.4
H 0.5 0.1 -0.3
H 0.1 -0.3 -0.1
H -0.2 0.0 -0.2
H -0.5 0.0 0.2
H 0.3 1.0 -0.9
H 0.0 0.1 0.2
H 0.3 -0.1 -0.1
H 0.1 -0.5 0.1
H 0.0 -0.2 0.1
H 0.1 0.1 -0.1
H 0.1 0.0 -0.2
H 0.3 0.0 0.0
H 0.1 -0.5 0.2
H 0.0 -0.3 -0.1
H -0.3 0.2 0.2
H 0.0 0.2 -0.1
H -0.1 -0.1 -0.5
H 0.2 0.3 0.2
H 0.1 -0.2 0.2
H -0.1 -0.5 0.1
H -0.3 -0.1 -0.3
H 0.2 0.0 -0.1
H 0.0 0.0 -0.1
H 0.0 0.3 0.2
H 0.0 0.2 0.1
H 0.3 0.0 -0.3
H 0.1 -0.3 0.2
H 0.1 0.1 0.2
H -0.1 0.1 0.3
H -0.2 -0.4 0.4
H -0.2 -0.1 0.0
H -0.3 0.1 -0.2
H -0.1 0.1 0.0
H 0.5 0.1 0.2
H 0.0 0.1 0.2
H -0.1 0.4 -0.1

The following is a DFT calculation (the ωB97M-V functional and the def2-TZVPD basis) of C3H2FInO2 as an isolated structure.

Values from the calculation:
**Relative energy (zero: lowest compared OMol25 entry of this formula, charge and spin)**: 95.86 kcal per mole
**Molar mass**: 203.86 u
**LUMO energy (spin up / spin down)**: -1.5 / -1.5 eV
**Gap between HOMO and LUMO (spin up / spin down)**: 6.0 / 6.0 eV

Each line ends with the Mulliken charge.
Positions of all 9 atoms, in Å:
In: -1.867182 -1.780998 -2.780111  0.76
F: 2.619434 -0.215874 0.798139  -0.59
O: -1.113602 0.418128 0.947663  -0.26
O: -1.694466 -0.333689 -1.069386  -0.50
C: -0.934568 -0.479464 -0.132638  0.21
C: 0.888276 0.094014 0.092481  0.04
C: 0.226201 0.792376 1.024879  -0.18
H: 0.585955 1.109000 2.004112  0.32
H: 1.289953 0.396506 -0.885140  0.20

Forces on the atoms, in the same order (eV/Å):
In 0.1 0.2 0.3
F -2.2 0.6 -0.9
O 0.3 -0.5 -1.2
O -1.5 -0.1 -1.7
C 0.8 0.7 2.1
C 3.0 0.4 -0.4
C -0.4 -0.5 1.8
H -0.1 0.1 -0.5
H -0.1 -0.8 0.5

Please write out number 2 again, unchanged.
The following is a DFT calculation (the ωB97M-V functional and the def2-TZVPD basis) of C3H2FInO2 as an isolated structure.

Values from the calculation:
**Relative energy (zero: lowest compared OMol25 entry of this formula, charge and spin)**: 95.86 kcal per mole
**Molar mass**: 203.86 u
**LUMO energy (spin up / spin down)**: -1.5 / -1.5 eV
**Gap between HOMO and LUMO (spin up / spin down)**: 6.0 / 6.0 eV

Each line ends with the Mulliken charge.
Positions of all 9 atoms, in Å:
In: -1.867182 -1.780998 -2.780111  0.76
F: 2.619434 -0.215874 0.798139  -0.59
O: -1.113602 0.418128 0.947663  -0.26
O: -1.694466 -0.333689 -1.069386  -0.50
C: -0.934568 -0.479464 -0.132638  0.21
C: 0.888276 0.094014 0.092481  0.04
C: 0.226201 0.792376 1.024879  -0.18
H: 0.585955 1.109000 2.004112  0.32
H: 1.289953 0.396506 -0.885140  0.20

Forces on the atoms, in the same order (eV/Å):
In 0.1 0.2 0.3
F -2.2 0.6 -0.9
O 0.3 -0.5 -1.2
O -1.5 -0.1 -1.7
C 0.8 0.7 2.1
C 3.0 0.4 -0.4
C -0.4 -0.5 1.8
H -0.1 0.1 -0.5
H -0.1 -0.8 0.5

- Among the records above, which one has the highest molar mass?
  C24H36N2P

- molar mass of number 2 (C3H2FInO2)?
  203.86 u

- Which of these has the lowest molar mass?
  C3H2FInO2